(1)
Molecular formula: C26H18LuN7OSe
Method: DFT, ωB97M-V with the def2-TZVPD basis set

```
54
Properties=species:S:1:pos:R:3:nbo_charge:R:1
Lu -0.36820 0.41412 -0.34115 2.235
C -1.27640 -0.44819 4.03804 -0.700
C -1.25896 -0.09558 2.59534 0.269
N -0.21608 -0.08379 1.83806 -0.397
N 1.03828 -0.31480 2.31660 -0.384
C 1.91681 -0.19915 1.33907 0.618
O 1.53426 -0.04109 0.07216 -0.890
C 3.33898 -0.20525 1.65053 -0.128
C 4.26745 -0.17262 0.60728 -0.156
C 5.62151 -0.17736 0.89011 -0.214
C 6.04910 -0.21569 2.21086 -0.138
C 5.12882 -0.25125 3.25298 -0.212
C 3.77510 -0.24612 2.97852 -0.147
C -2.48072 0.35053 1.82361 0.346
C -3.81728 -0.02959 2.30320 -0.290
C -4.85370 -0.54917 1.64574 -0.096
C -4.78240 0.04532 -0.91715 -0.287
C -3.30302 0.12947 -1.16901 -0.314
N -2.17792 1.06163 0.80634 -0.622
H -0.26313 -0.63418 4.38101 0.281
H -1.87713 -1.34530 4.20864 0.255
H -1.71544 0.35896 4.62817 0.254
H 3.92372 -0.14934 -0.41723 0.225
H 6.34414 -0.15513 0.08598 0.235
H 7.10844 -0.21959 2.43187 0.235
H 5.47183 -0.28300 4.27791 0.235
H 3.05101 -0.27268 3.77998 0.233
H -3.93854 0.08328 3.37658 0.265
H -5.71944 -0.78154 2.25654 0.247
H -5.33300 -0.28635 -1.79964 0.263
H -3.05483 0.24803 -2.22505 0.273
Se -7.45908 -0.01131 -0.00679 1.433
N -6.58758 1.48195 -0.12776 -0.774
C -5.25430 1.35652 -0.42413 0.352
C -4.19499 2.19672 -0.26818 -0.211
C -4.09781 3.61654 -0.10847 -0.059
C -2.94416 4.21915 -0.47457 -0.312
C -1.87142 3.44260 -1.05444 0.202
N -1.81122 2.15010 -1.11993 -0.640
C -2.90352 1.43356 -0.42127 0.308
C -2.84288 -1.21393 -0.65223 0.246
N -1.56640 -1.61088 -0.70173 -0.593
C -1.30172 -2.87232 -0.31808 0.081
C -2.29588 -3.73267 0.12085 -0.217
C -3.59961 -3.27193 0.27685 -0.084
C -3.87406 -1.96831 -0.10552 -0.047
C -5.03333 -1.01013 0.17712 0.011
N -6.44772 -1.38278 0.08217 -0.691
H -4.95782 4.19536 0.20609 0.258
H -2.83384 5.29275 -0.44048 0.260
H -1.03647 3.98216 -1.49344 0.224
H -0.26721 -3.18694 -0.35812 0.237
H -2.03231 -4.74694 0.38585 0.263
H -4.36654 -3.91226 0.69573 0.260
```

Computed properties:
* gap between HOMO and LUMO (spin up / spin down): 6.05 / 6.03 eV
* relative energy (zero: lowest compared OMol25 entry of this formula, charge and spin): 133.05 kcal per mole
* total charge: +2
* multiplicity: 1
* HOMO energy (spin up / spin down): -13.71 / -13.71 eV
* DFT total energy: -5096.5193 Eh

(2)
Molecular formula: C16H23CuNO3P2
Method: DFT, ωB97M-V with the def2-TZVPD basis set

```
46
Properties=species:S:1:pos:R:3:nbo_charge:R:1
Cu 0.02771 -0.70071 0.44142 0.806
O -0.57460 -2.50371 -0.27431 -0.651
C -0.89363 -2.91098 -1.41970 0.682
O 0.07927 -0.15321 -1.65229 -0.649
C -0.14731 -0.88765 -2.62841 0.922
O 0.05542 -0.50492 -3.88839 -0.437
N -0.64844 -2.17610 -2.58438 -0.470
C -0.41424 -1.56137 -4.79027 -0.087
C -0.79685 -2.73018 -3.93161 -0.246
H 0.39046 -1.83948 -5.48066 0.220
H -1.29127 -1.21452 -5.34697 0.214
H -0.10031 -3.56465 -4.08056 0.220
H -1.82579 -3.05681 -4.11377 0.227
C -1.49722 -4.20299 -1.61638 -0.367
C -1.85486 -4.92303 -0.53246 -0.194
H -1.60472 -4.55364 -2.65165 0.227
H -1.75937 -4.43829 0.43663 0.229
H -2.22953 -5.93626 -0.62705 0.224
C -2.43823 1.45186 0.48948 -0.961
P -0.93249 0.98321 1.38881 0.728
C -1.52504 0.95340 3.10591 -0.940
C 0.13797 2.46356 1.29429 -0.246
C -0.33544 3.76108 1.23116 -0.235
C 0.59458 4.80955 1.11640 -0.182
C 1.95819 4.52946 0.99787 -0.198
C 2.45190 3.20939 1.01720 -0.182
C 1.52943 2.15007 1.14537 -0.337
P 1.72296 0.34977 1.50850 0.701
C 2.03489 0.40750 3.31432 -0.925
C 2.77082 -0.82052 0.55237 -0.929
H -3.04956 2.09088 1.13796 0.216
H -2.98716 0.52278 0.26161 0.242
H -2.19279 1.97293 -0.44007 0.248
H -0.69630 1.17054 3.79262 0.242
H -2.29722 1.72104 3.20747 0.236
H -1.96204 -0.02640 3.34315 0.249
H -1.41184 3.95638 1.24918 0.226
H 0.24946 5.84642 1.13397 0.231
H 2.66380 5.36008 0.88122 0.230
H 3.53323 3.02029 0.91009 0.229
H 1.72614 1.34528 3.80970 0.260
H 1.48047 -0.41654 3.78465 0.244
H 3.11347 0.29221 3.48166 0.243
H 2.38019 -1.86161 0.65082 0.251
H 2.75083 -0.56485 -0.51818 0.262
H 3.81510 -0.81924 0.89328 0.229
```

Computed properties:
* gap between HOMO and LUMO: 5.48 eV
* total charge: +1
* multiplicity: 1
* HOMO energy: -9.02 eV
* DFT total energy: -3226.9135 Eh

(3)
Molecular formula: H74O37
Method: DFT, ωB97M-V with the def2-TZVPD basis set

```
111
Properties=species:S:1:pos:R:3:lowdin_charge:R:1
O 4.08056 -2.88540 -2.42275 -0.038
H 3.77836 -1.97719 -2.41528 0.006
H 4.88514 -2.87487 -1.90433 0.071
O -0.76249 -5.41854 0.83063 -0.034
H 0.07858 -5.79365 1.09165 0.034
H -0.65621 -4.47638 0.96207 -0.026
O -0.73865 -2.60386 0.36941 -0.049
H -0.58661 -1.67349 0.20350 0.026
H -0.51462 -3.03449 -0.45557 0.081
O -1.87666 3.43419 -2.28045 -0.042
H -2.35224 2.78261 -2.79571 -0.022
H -2.48824 3.68589 -1.58845 0.031
O 3.66633 2.10709 1.46705 -0.022
H 2.80715 2.24722 1.06903 0.003
H 3.65731 2.65052 2.25499 0.056
O -2.77658 -0.15083 2.82709 -0.020
H -3.55664 0.25998 3.19988 0.061
H -2.13042 -0.12342 3.53275 0.024
O 0.17929 -0.01392 -0.18382 -0.019
H -0.39892 0.57601 0.29980 0.028
H 0.36498 0.44862 -1.00102 0.031
O -3.71893 -2.49219 0.61764 -0.027
H -3.78775 -2.15382 1.51038 0.025
H -2.79414 -2.71781 0.51713 0.000
O -4.77503 2.41294 1.79160 -0.015
H -5.60711 2.22322 1.35814 0.050
H -4.85809 2.01166 2.65664 0.042
O -0.23665 1.03652 -2.78325 -0.027
H -0.61558 1.85831 -2.47128 0.008
H 0.60032 1.29054 -3.17208 0.015
O 0.30015 1.67442 -6.26649 -0.046
H 0.51776 1.55487 -5.34206 -0.017
H 0.56693 0.85529 -6.68372 0.031
O 1.17856 3.71255 -2.38212 -0.008
H 0.25832 3.64796 -2.12674 0.019
H 1.33794 4.65232 -2.46960 0.085
O -2.14265 1.55884 0.88823 -0.054
H -2.79280 1.15994 1.46651 0.017
H -2.48857 2.43225 0.70455 0.039
O -1.14167 -2.96305 2.89421 -0.030
H -0.86418 -2.73097 2.00800 -0.026
H -2.05937 -3.21813 2.79928 0.042
O -5.92608 0.86456 -1.08878 -0.068
H -5.08977 0.39911 -1.07547 -0.040
H -6.52723 0.26533 -1.53122 0.035
O 5.06564 -0.47268 0.44024 -0.046
H 4.84486 0.44739 0.58492 0.017
H 4.68253 -0.93183 1.18766 -0.008
O -0.46912 1.39490 2.91124 -0.048
H -1.24277 1.25073 2.36635 -0.015
H 0.06140 2.01799 2.41472 0.019
O -3.22149 1.64462 -3.63313 -0.014
H -3.61268 0.89538 -3.18385 0.044
H -2.89064 1.28493 -4.45617 0.072
O -3.41658 0.07966 -0.87111 -0.035
H -3.24588 -0.79562 -0.52327 0.020
H -3.00182 0.67217 -0.24412 -0.009
O 3.91946 2.31421 -5.25226 -0.053
H 3.22259 1.87219 -4.76725 -0.025
H 4.27244 2.95486 -4.63484 0.022
O 4.39323 -1.78897 2.83836 -0.039
H 3.53918 -2.19301 2.68479 -0.015
H 4.70588 -2.18962 3.64951 0.061
O 2.54531 -3.90148 2.91597 -0.028
H 2.26956 -3.59878 2.05078 0.023
H 2.80945 -4.81126 2.77899 0.077
O 1.72143 -0.15419 3.44095 -0.036
H 2.00212 -0.22520 2.52859 0.012
H 0.87775 0.29593 3.39813 -0.003
O -1.66885 -1.23179 5.27645 -0.031
H -1.30034 -1.77414 4.57910 0.008
H -2.61045 -1.39978 5.23893 0.053
O 2.23141 -1.61216 0.81210 -0.032
H 2.32561 -2.47415 0.40671 -0.011
H 1.49750 -1.20812 0.34909 -0.006
O -2.18369 4.61087 0.80242 -0.025
H -2.05553 5.50656 0.49007 0.085
H -3.12619 4.46247 0.72561 0.061
O -4.04925 -2.50880 -2.66978 -0.063
H -3.14831 -2.26915 -2.45272 -0.040
H -3.97814 -3.37859 -3.06301 0.032
O 2.07824 0.30181 -4.22275 -0.044
H 2.14738 -0.58356 -4.57995 0.019
H 2.28615 0.20267 -3.29368 0.020
O -1.06600 1.49348 5.99064 -0.056
H -0.97759 1.83282 5.09998 -0.016
H -1.23959 0.55925 5.87538 -0.021
O 1.46254 -2.48347 4.86179 -0.075
H 1.95665 -3.13844 4.36874 -0.031
H 1.48333 -1.70164 4.30993 -0.035
O 4.19348 -0.18126 -2.10136 -0.068
H 4.57299 -0.49801 -1.28168 -0.009
H 3.90637 0.71032 -1.90415 -0.022
O 2.52500 -4.08978 -0.52840 -0.038
H 1.83915 -4.68723 -0.82654 0.048
H 2.96296 -3.80738 -1.33131 -0.007
O 1.90267 -2.40968 -4.62627 -0.021
H 1.84133 -2.97434 -5.39674 0.062
H 2.32614 -2.95428 -3.96271 0.030
O 0.54191 3.20634 0.99916 -0.019
H -0.31138 3.37883 0.60118 0.009
H 0.99240 4.05060 0.97639 0.069
O -1.54796 -1.55007 -2.77648 -0.039
H -1.14177 -0.80646 -2.33120 0.002
H -1.29210 -1.44971 -3.69338 0.061
O 2.98708 2.10070 -1.65626 -0.040
H 2.35333 2.75124 -1.95853 -0.032
H 3.54431 2.57658 -1.04040 0.052
O -1.83498 4.57029 3.66428 -0.043
H -1.92299 4.45008 2.71875 -0.031
H -2.32844 3.84405 4.04548 0.024
```

Computed properties:
* gap between HOMO and LUMO: 8.34 eV
* relative energy (zero: lowest compared OMol25 entry of this formula, charge and spin): 74.71 kcal per mole
* total charge: 0
* multiplicity: 1
* HOMO energy: -9.34 eV
* DFT total energy: -2828.3441 Eh

(4)
Molecular formula: C10H10N2O
Method: DFT, ωB97M-V with the def2-TZVPD basis set

```
23
Properties=species:S:1:pos:R:3:nbo_charge:R:1
C -0.50043 -3.11722 -0.59418 -0.370
C -0.56322 -1.86245 -0.81081 -0.164
C -0.28253 -0.91540 0.35800 0.137
O -0.45020 -1.53328 1.54278 -0.678
C -1.15267 0.31540 0.25450 -0.060
C -1.98112 1.17751 0.28293 0.015
C -2.83230 2.26498 0.70734 -0.677
C 1.16003 -0.40801 0.11176 0.419
N 1.53682 -0.14032 -1.08851 -0.451
C 2.73059 0.51625 -1.23128 0.085
C 3.56170 0.68911 -0.10916 -0.320
C 2.99574 0.30217 1.08854 0.087
N 1.78044 -0.11789 1.24373 -0.458
H -0.77805 -3.82908 -1.30682 0.192
H -0.30811 -3.54891 0.43252 0.211
H -0.94453 -1.45872 -1.62100 0.204
H -0.31755 -0.97730 2.27912 0.493
H -2.03547 3.18835 0.82763 0.230
H -3.56405 2.66144 -0.01515 0.236
H -3.30079 2.02039 1.63421 0.238
H 3.15631 0.61620 -2.19157 0.201
H 4.39832 1.45286 -0.17272 0.236
H 3.47809 0.38272 2.05797 0.194
```

Computed properties:
* gap between HOMO and LUMO: 9.85 eV
* relative energy (zero: lowest compared OMol25 entry of this formula, charge and spin): 104.98 kcal per mole
* total charge: 0
* multiplicity: 1
* HOMO energy: -9.36 eV
* DFT total energy: -571.6583 Eh

(5)
Molecular formula: C3H30NO10S
Method: DFT, ωB97M-V with the def2-TZVPD basis set

```
45
Properties=species:S:1:pos:R:3:lowdin_spin:R:1
C 0.68525 1.73237 2.35552 0.027
C 0.53745 1.57515 0.85945 0.019
C 1.82125 2.01349 0.09999 0.029
S 1.85844 2.21180 -1.69034 0.039
N 0.42505 0.07872 0.51781 0.029
H 0.40230 2.83506 2.62221 0.005
H 1.70438 1.74823 2.77915 0.004
H -0.10901 1.15575 2.91828 0.004
H -0.44083 2.08527 0.64658 0.004
H 2.00042 2.98316 0.29332 0.003
H 2.63686 1.33350 0.41625 0.015
H 2.91439 1.33260 -1.86163 0.019
H 0.30609 0.02630 -0.50676 0.013
H 1.26113 -0.52383 0.75018 0.017
H -0.37009 -0.29342 0.94750 0.011
H -1.42267 1.45213 -1.15456 0.009
H -2.17180 2.25601 -2.17753 0.006
O -1.63530 2.29827 -1.38095 0.021
H -3.83299 1.05426 2.87806 0.006
H -2.73122 1.91756 3.31970 0.003
O -3.13811 1.08798 3.51697 0.011
H -0.13147 -1.96918 -2.56777 0.010
H 0.44242 -0.55371 -2.99492 0.012
O 0.67364 -1.30642 -2.37710 0.035
H -1.48302 -1.34960 2.07640 0.022
H -2.17968 0.10758 2.71883 0.004
O -1.76727 -0.44966 1.90234 0.043
H -1.75469 -3.52324 -2.49968 0.013
H -0.73431 -3.63666 -1.51008 0.016
O -0.85816 -3.51835 -2.43972 0.038
H -1.36406 -1.68725 -1.84513 0.009
H -2.42325 -1.00014 -0.85971 0.014
O -1.91839 -0.97694 -1.52203 0.035
H 2.88993 -2.38480 0.35232 0.019
H 3.16318 -2.36375 1.88285 0.029
O 2.51314 -1.99623 1.21377 0.089
H -2.38350 2.71801 1.11512 0.007
H -1.91577 3.86830 1.94763 0.005
O -2.31712 3.04546 2.03933 0.012
H 2.83117 -2.02219 -2.01819 0.019
H 1.76748 -3.01941 -1.80855 0.023
O 2.47733 -2.53399 -1.42653 0.060
H 0.26008 -4.38005 0.33802 0.049
H 0.81366 -3.11902 0.10529 0.029
O -0.14466 -3.51429 0.12741 0.115
```

Computed properties:
* gap between HOMO and LUMO (spin up / spin down): 2.35 / 9.50 eV
* relative energy (zero: lowest compared OMol25 entry of this formula, charge and spin): 51.59 kcal per mole
* total charge: 0
* multiplicity: 2
* HOMO energy (spin up / spin down): -2.29 / -9.55 eV
* DFT total energy: -1337.4138 Eh

(6)
Molecular formula: C7H8
Method: DFT, ωB97M-V with the def2-TZVPD basis set

```
15
Properties=species:S:1:pos:R:3:nbo_charge:R:1
C -0.32789 -0.89121 -0.87303 -0.289
C 0.23643 -1.51811 0.45277 -0.157
C 0.70563 0.14267 -1.47782 -0.453
C 1.03712 -0.30432 0.81974 -0.253
C 1.62874 0.28363 -0.28650 -0.066
C -0.63270 -0.38959 0.50810 0.069
C -1.52149 0.45256 1.20289 -0.680
H -0.92625 -1.46926 -1.54735 0.233
H 1.31124 -0.11815 -2.36896 0.211
H 0.08939 1.15399 -1.64149 0.197
H 1.41901 -0.18659 1.84811 0.240
H 2.44281 0.86341 -0.32289 0.198
H -2.34397 0.59647 0.46081 0.244
H -1.16162 1.47821 1.12470 0.255
H -1.95644 -0.09369 2.10094 0.251
```

Computed properties:
* gap between HOMO and LUMO (spin up / spin down): 7.61 / 7.61 eV
* relative energy (zero: lowest compared OMol25 entry of this formula, charge and spin): 147.79 kcal per mole
* total charge: 0
* multiplicity: 1
* HOMO energy (spin up / spin down): -7.46 / -7.46 eV
* DFT total energy: -271.2959 Eh

Question: Look up the multiplicity of the fifth one.
Answer: 2